# C22H31N7O3PPdS

C22H31N7O3PPdS as an isolated structure at a distorted geometry (ωB97M-V with the def2-TZVPD basis set, OMol25).

The net charge is +1. For the energy relative to the best compared isomer or geometry (same formula, charge and spin), the calculation gives 197.7 kJ/mol. The calculation puts the HOMO energy (spin up / spin down) at -10.3 / -10.2 eV. As for the LUMO energy (spin up / spin down): -0.1121 / -0.1082 Ha. The molar mass is 611.00 g mol⁻¹.

Atoms and positions in Å:
Pd  -0.06557  0.30354  0.11089
O  3.65853  -0.06264  0.92625
S  2.65755  -0.40509  -0.04295
O  1.61837  -1.32730  0.42318
N  1.81255  0.82859  -0.64901
C  2.19612  2.18204  -0.43707
C  3.47731  2.66146  -0.42974
C  3.72345  4.04601  -0.27967
C  2.70264  4.93848  -0.16075
C  1.36674  4.47385  -0.17799
C  0.24304  5.32740  -0.07252
C  -1.01066  4.79643  -0.03656
C  -1.15813  3.39929  -0.10706
N  -0.14961  2.58046  -0.23781
C  1.12009  3.09361  -0.28904
C  3.44700  -1.13548  -1.43697
C  2.67683  -1.44494  -2.55944
C  3.31730  -1.83587  -3.72118
C  4.70930  -1.89116  -3.76664
C  5.46394  -1.58320  -2.64446
C  4.83332  -1.19909  -1.46605
H  4.30652  1.97614  -0.54242
H  4.74840  4.39745  -0.25913
H  2.89448  5.99843  -0.04208
H  0.39532  6.40090  -0.03027
H  -1.88994  5.42398  0.03552
H  -2.14390  2.94698  -0.05933
H  1.59660  -1.36154  -2.51651
H  2.73579  -2.08528  -4.60155
H  5.20614  -2.16751  -4.69029
H  6.54552  -1.63000  -2.68607
H  5.39813  -0.94432  -0.57555
C  -4.87406  0.18469  -0.29756
N  -4.39068  0.24274  1.07904
C  -5.34324  0.27102  2.18493
C  -3.05500  0.37138  1.27332
N  -2.19360  0.43057  0.31785
N  -2.67627  0.47203  2.60346
C  -1.39342  0.45235  3.15193
N  -1.42341  0.39319  4.52038
N  -0.33977  0.44243  2.44019
H  -5.95295  0.08249  -0.28424
H  -4.45933  -0.67546  -0.82736
H  -4.62492  1.09357  -0.85094
H  -6.34219  0.15283  1.78316
H  -5.32397  1.22117  2.72728
H  -5.18136  -0.55337  2.88500
H  -2.58310  0.28211  -0.59957
H  -3.42285  0.46816  3.26761
H  -2.26172  0.57069  5.04288
H  -0.55809  0.50327  5.01636
H  0.50273  0.36699  2.99159
C  -0.52274  -3.54604  1.22200
P  -0.79402  -3.24705  -0.52225
C  -2.24127  -4.23457  -0.91046
C  0.56630  -4.02090  -1.38073
O  -1.01659  -1.80810  -0.89395
H  -0.54432  -4.62206  1.41485
H  -1.31887  -3.05549  1.78554
H  0.44108  -3.13389  1.52708
H  -2.05336  -5.29699  -0.73063
H  -2.51367  -4.08384  -1.95772
H  -3.06805  -3.90430  -0.27686
H  0.55693  -5.10307  -1.21806
H  1.50521  -3.60368  -1.01475
H  0.46742  -3.81446  -2.44713

Charges obtained by natural (NBO) population analysis, quoted in units of e: atom 1 (Pd): 1.15, atom 2 (O): -0.94, atom 3 (S): 2.31, atom 4 (O): -1.01, atom 5 (N): -0.91, atom 6 (C): 0.13, atom 7 (C): -0.22, atom 8 (C): -0.17, atom 9 (C): -0.20, atom 10 (C): -0.10, atom 11 (C): -0.11, atom 12 (C): -0.27, atom 13 (C): 0.08, atom 14 (N): -0.46, atom 15 (C): 0.20, atom 16 (C): -0.29, atom 17 (C): -0.22, atom 18 (C): -0.20, atom 19 (C): -0.18, atom 20 (C): -0.21, atom 21 (C): -0.20, atom 22 (H): 0.24, atom 23 (H): 0.23, atom 24 (H): 0.22, atom 25 (H): 0.23, atom 26 (H): 0.23, atom 27 (H): 0.20, atom 28 (H): 0.24, atom 29 (H): 0.22, atom 30 (H): 0.22, atom 31 (H): 0.23, atom 32 (H): 0.25, atom 33 (C): -0.42, atom 34 (N): -0.41, atom 35 (C): -0.43, atom 36 (C): 0.64, atom 37 (N): -0.79, atom 38 (N): -0.62, atom 39 (C): 0.62, atom 40 (N): -0.82, atom 41 (N): -0.79, atom 42 (H): 0.23, atom 43 (H): 0.22, atom 44 (H): 0.21, atom 45 (H): 0.24, atom 46 (H): 0.20, atom 47 (H): 0.21, atom 48 (H): 0.39, atom 49 (H): 0.41, atom 50 (H): 0.40, atom 51 (H): 0.41, atom 52 (H): 0.38, atom 53 (C): -1.03, atom 54 (P): 1.97, atom 55 (C): -1.01, atom 56 (C): -1.03, atom 57 (O): -1.15, atom 58 (H): 0.25, atom 59 (H): 0.24, atom 60 (H): 0.28, atom 61 (H): 0.25, atom 62 (H): 0.25, atom 63 (H): 0.24, atom 64 (H): 0.25, atom 65 (H): 0.27, atom 66 (H): 0.25